Record 1
{"formula": "C20H32N4RuS3", "method": "the ωB97M-V functional and the def2-TZVPD basis", "species": ["Ru", "C", "C", "S", "C", "C", "S", "C", "C", "S", "H", "H", "H", "H", "H", "H", "H", "H", "H", "H", "H", "H", "C", "C", "C", "C", "N", "C", "C", "C", "C", "C", "C", "N", "H", "H", "H", "H", "H", "H", "H", "H", "C", "C", "C", "C", "N", "N", "H", "H", "H", "H", "H", "H", "H", "H", "H", "H", "H", "H"], "positions_angstrom": [[-0.3843, 0.5135, -0.0848], [4.4371, 1.4891, 1.9964], [4.3548, 0.9426, 0.5809], [2.6328, 0.3408, 0.3438], [2.6259, -1.2448, 1.2515], [1.7346, -1.2697, 2.4941], [0.2509, -0.1962, 2.4401], [0.6497, 1.2174, 3.5559], [2.1082, 1.6089, 3.7440], [2.8349, 2.3321, 2.2467], [5.2442, 2.2161, 2.1108], [4.5709, 0.7185, 2.7544], [5.0621, 0.1377, 0.3853], [4.4974, 1.7209, -0.1691], [3.6548, -1.4868, 1.5166], [2.3133, -1.9874, 0.5177], [2.2934, -0.9906, 3.3817], [1.3629, -2.2783, 2.6718], [0.2340, 0.9487, 4.5272], [0.0674, 2.0508, 3.1625], [2.7473, 0.8073, 4.1045], [2.1377, 2.3965, 4.5051], [-4.7542, 0.2329, -0.3550], [-5.1274, 1.5680, -0.4205], [-4.1420, 2.5447, -0.3834], [-2.8098, 2.1698, -0.3078], [-2.4532, 0.8636, -0.2313], [-3.4123, -0.0726, -0.2421], [-1.6861, 3.1114, -0.3789], [-1.8114, 4.4767, -0.5763], [-0.6708, 5.2451, -0.7649], [0.5745, 4.6311, -0.7574], [0.6361, 3.2720, -0.5213], [-0.4639, 2.5286, -0.3208], [-5.4909, -0.5584, -0.3757], [-6.1715, 1.8436, -0.4974], [-4.4222, 3.5878, -0.4109], [-3.1175, -1.1082, -0.1267], [-2.7875, 4.9388, -0.6032], [-0.7532, 6.3108, -0.9378], [1.4816, 5.1932, -0.9299], [1.5820, 2.7531, -0.5030], [-0.5994, -3.5881, -3.9065], [-0.4895, -3.5728, -2.3821], [-1.6548, -4.4730, -1.7895], [0.8621, -4.0758, -1.8816], [-0.7952, -2.2457, -1.9063], [-0.5053, -1.7992, -0.6237], [-0.5033, -4.6112, -4.2629], [0.2086, -3.0080, -4.3563], [-1.5528, -3.1932, -4.2641], [-1.4629, -5.4852, -2.1456], [-2.6303, -4.1562, -2.1594], [-1.6415, -4.4658, -0.6981], [1.0865, -5.0101, -2.3937], [0.8823, -4.3041, -0.8121], [1.6617, -3.3758, -2.1378], [-1.5856, -1.7796, -2.3611], [0.3370, -2.2951, -0.3380], [-1.2479, -2.0801, 0.0258]], "nbo_charge": [0.94, -0.56, -0.51, 0.34, -0.54, -0.55, 0.23, -0.51, -0.58, 0.65, 0.31, 0.26, 0.29, 0.28, 0.28, 0.23, 0.26, 0.28, 0.29, 0.26, 0.26, 0.31, -0.20, -0.06, -0.17, 0.17, -0.46, 0.06, 0.18, -0.18, -0.07, -0.21, 0.07, -0.47, 0.28, 0.28, 0.27, 0.19, 0.27, 0.28, 0.27, 0.21, -0.63, 0.10, -0.56, -0.66, -0.05, -0.66, 0.28, 0.25, 0.24, 0.30, 0.24, 0.22, 0.30, 0.22, 0.24, 0.43, 0.42, 0.43], "homo_energy_ha": [-0.750, -0.750], "de_lowest_kj_mol": 331.48, "max_force_ev_per_a": 0.85, "s2": 6.02, "mol_weight_g_mol": 525.78, "charge": 4, "multiplicity": 5, "homo_lumo_gap_ev": [7.8068, 5.4821]}

***

Record 2
{"formula": "C20H32O2", "method": "the ωB97M-V functional and the def2-TZVPD basis", "species": ["C", "C", "C", "C", "C", "C", "C", "C", "C", "C", "C", "C", "O", "C", "C", "C", "H", "H", "H", "H", "H", "H", "H", "H", "H", "H", "H", "H", "H", "H", "H", "H", "H", "H", "H", "H", "H", "H", "H", "H", "H", "H", "C", "C", "C", "C", "O", "C", "H", "H", "H", "H", "H", "H"], "positions_angstrom": [[-0.7999, -2.1324, -1.0308], [-1.6934, -1.0129, -0.5092], [-2.9332, -0.8168, -1.4279], [-3.1775, 0.7000, -1.5309], [-2.2678, 1.3539, -0.4696], [-1.0432, 0.4027, -0.3003], [0.1005, 0.7156, -1.2729], [1.4244, 0.1942, -0.7687], [2.4789, -0.1610, -1.7980], [3.8384, -0.0994, -1.0437], [3.6356, 0.6525, 0.2777], [2.1581, 1.0008, 0.2991], [1.6955, 1.8784, 0.9779], [-1.9639, 2.8243, -0.7805], [-1.1116, 3.4695, 0.3067], [-3.2720, 3.6056, -0.9156], [-0.6008, -2.0127, -2.0986], [0.1526, -2.2190, -0.5038], [-1.3044, -3.1058, -0.8957], [-2.0881, -1.3266, 0.4711], [-2.7439, -1.2345, -2.4299], [-3.8025, -1.3306, -1.0201], [-2.9402, 1.0651, -2.5368], [-4.2300, 0.9447, -1.3300], [-2.8124, 1.3315, 0.4873], [-0.6872, 0.4770, 0.7417], [-0.1039, 0.1967, -2.2157], [0.1567, 1.7791, -1.5214], [2.2996, -1.1956, -2.1316], [2.4529, 0.5119, -2.6711], [4.2571, -1.0858, -0.8022], [4.5648, 0.4156, -1.6818], [3.8638, 0.0468, 1.1656], [4.2686, 1.5460, 0.3589], [-1.4266, 2.8759, -1.7355], [-1.6621, 3.4864, 1.2578], [-0.1566, 2.9582, 0.4729], [-0.8929, 4.5049, 0.0164], [-3.8423, 3.5602, 0.0183], [-3.0497, 4.6575, -1.1328], [-3.8975, 3.2202, -1.7274], [1.2460, -0.7997, -0.4892], [0.9743, -1.3757, 2.6256], [0.1967, -2.6640, 2.4380], [1.2354, -3.7792, 2.6693], [2.5611, -3.0377, 3.0712], [3.5259, -3.5518, 3.5883], [2.2839, -1.6226, 2.7788], [0.5723, -0.4613, 2.2442], [-0.7313, -2.7806, 3.0287], [-0.1292, -2.7614, 1.3832], [0.8938, -4.3667, 3.5211], [1.4141, -4.5039, 1.8481], [3.1130, -0.9378, 2.7236]], "nbo_charge": [-0.62, -0.21, -0.40, -0.42, -0.19, -0.21, -0.41, -0.37, -0.37, -0.41, -0.53, 0.63, -0.55, -0.22, -0.63, -0.60, 0.21, 0.19, 0.22, 0.20, 0.20, 0.21, 0.20, 0.21, 0.20, 0.21, 0.21, 0.22, 0.21, 0.20, 0.21, 0.22, 0.23, 0.24, 0.19, 0.20, 0.24, 0.20, 0.20, 0.21, 0.21, 0.24, -0.09, -0.46, -0.52, 0.56, -0.53, -0.32, 0.22, 0.23, 0.23, 0.23, 0.24, 0.22], "homo_energy_ha": -0.351, "de_lowest_kj_mol": 0.00, "max_force_ev_per_a": 2.19, "mol_weight_g_mol": 304.47, "smiles": "CC(C)[C@H]1CC[C@@H](C)[C@H]1C[C@H]1CCCC1=O.O=C1C=CCC1", "homo_lumo_gap_ev": 9.8999}

***

Record 3
{"formula": "C20H32P", "method": "the ωB97M-V functional and the def2-TZVPD basis", "species": ["C", "C", "C", "P", "C", "C", "C", "C", "C", "C", "H", "H", "H", "H", "H", "H", "H", "H", "H", "H", "H", "H", "H", "H", "H", "H", "H", "H", "H", "H", "H", "C", "C", "C", "C", "C", "C", "C", "C", "C", "C", "C", "H", "H", "H", "H", "H", "H", "H", "H", "H", "H", "H"], "positions_angstrom": [[-1.5151, -1.2716, -3.3170], [-0.2986, -0.4801, -2.8264], [0.9955, -1.2747, -3.0193], [-0.5865, 0.1830, -1.0990], [-2.1989, 1.1327, -1.4434], [-2.1383, 1.9958, -2.7058], [-2.6215, 1.9638, -0.2301], [-1.4071, -1.2810, -0.2360], [-1.7711, -0.9276, 1.2084], [-0.5860, -2.5680, -0.3125], [-1.3293, -1.6085, -4.3458], [-1.6863, -2.1591, -2.6949], [-2.4288, -0.6671, -3.3132], [-0.2002, 0.4359, -3.4344], [1.1377, -1.4237, -4.0983], [1.8707, -0.7375, -2.6348], [0.9573, -2.2658, -2.5500], [-2.9549, 0.3424, -1.5991], [-3.0565, 2.5940, -2.7668], [-1.2839, 2.6847, -2.6919], [-2.0766, 1.3933, -3.6150], [-3.3951, 2.6821, -0.5296], [-3.0592, 1.3381, 0.5502], [-1.7837, 2.5190, 0.2120], [-2.3496, -1.4279, -0.7915], [-1.9724, -1.8489, 1.7696], [-0.9640, -0.3890, 1.7244], [-2.6822, -0.3237, 1.2477], [-1.0476, -3.3069, 0.3566], [-0.5951, -3.0049, -1.3179], [0.4572, -2.4231, 0.0069], [2.4886, 1.5059, 0.4569], [3.7173, 1.0845, -0.4315], [3.9539, -0.3346, -0.0354], [2.9975, -0.7825, 0.8606], [2.1596, 0.2901, 1.2677], [1.3236, 0.3210, 2.4415], [1.1867, -0.8456, 3.2454], [0.4665, -0.8003, 4.4352], [-0.1614, 0.3825, 4.8508], [-0.0300, 1.5404, 4.0730], [0.6864, 1.5223, 2.8813], [2.7557, 2.3732, 1.0768], [1.6262, 1.8174, -0.1518], [3.4810, 1.1941, -1.5032], [4.5656, 1.7496, -0.2233], [4.7853, -0.9200, -0.4184], [2.9330, -1.7996, 1.2396], [1.6798, -1.7665, 2.9214], [0.4068, -1.6978, 5.0447], [-0.7500, 0.3902, 5.7632], [-0.4857, 2.4650, 4.4156], [0.7837, 2.4353, 2.2868]], "nbo_charge": [-0.62, -0.50, -0.61, 0.74, -0.47, -0.62, -0.61, -0.50, -0.60, -0.61, 0.22, 0.21, 0.21, 0.23, 0.22, 0.19, 0.21, 0.21, 0.22, 0.21, 0.21, 0.22, 0.21, 0.20, 0.22, 0.21, 0.19, 0.22, 0.22, 0.22, 0.19, -0.52, -0.48, 0.09, -0.32, 0.34, -0.12, -0.11, -0.22, -0.10, -0.22, -0.12, 0.26, 0.30, 0.27, 0.26, 0.24, 0.25, 0.22, 0.24, 0.24, 0.24, 0.23], "homo_energy_ha": -0.411, "de_lowest_kj_mol": 26.81, "max_force_ev_per_a": 1.33, "mol_weight_g_mol": 303.45, "charge": 1, "homo_lumo_gap_ev": 5.7179}